1.
Below is C10H6Br2N2PtS4Sb as an isolated structure at a distorted geometry, with properties calculated with the ωB97M-V functional and the def2-TZVPD basis.

Highest occupied orbital energy (alpha / beta) in eV: -3.96 / -3.94
Frontier orbital gap (alpha / beta) in eV: 4.314 / 4.287
Total charge: -1

Geometry (Å):
Pt -0.012 1.786 -0.457
Sb -0.010 4.341 1.690
Br -3.942 -3.602 -0.353
Br 3.951 -3.600 -0.347
S -1.907 5.566 2.154
S 0.017 3.968 -0.776
S -0.168 2.068 2.377
S 2.012 5.276 2.299
N 1.297 0.239 -0.374
N -1.293 0.232 -0.415
C 2.623 0.330 -0.364
C 1.514 -2.170 -0.377
C -2.859 -2.044 -0.360
C -0.699 -1.014 -0.384
C 3.461 -0.764 -0.360
C -2.619 0.326 -0.374
C -3.456 -0.768 -0.351
C 0.706 -1.011 -0.380
C 2.867 -2.041 -0.368
C -1.505 -2.174 -0.363
H 1.041 -3.138 -0.372
H -4.525 -0.662 -0.332
H 3.044 1.329 -0.357
H 4.530 -0.658 -0.337
H -1.032 -3.140 -0.348
H -3.036 1.326 -0.370

=====

2.
Below is C10H6BrN3PtS2 as an isolated structure at a distorted geometry, with properties calculated with the ωB97M-V functional and the def2-TZVPD basis.

Highest occupied orbital energy (alpha / beta) in eV: -17.25 / -17.24
Frontier orbital gap (alpha / beta) in eV: 6.014 / 6.096
Total charge: +2

Geometry (Å):
Pt -1.024 -0.688 -1.998
Br 0.582 0.693 -3.484
S -2.299 -2.199 -0.944
S -2.736 0.758 -1.716
N -5.358 1.560 0.691
N 0.756 -0.153 -0.952
N -4.748 -2.376 1.798
C 3.110 0.999 -0.178
C 1.471 0.590 -1.798
C 2.885 -0.033 2.129
C -3.403 -1.276 -0.099
C 2.399 0.220 0.732
C 2.650 1.199 -1.480
C 1.202 -0.342 0.297
C -4.582 0.884 0.178
C -3.605 0.070 -0.461
C -4.155 -1.893 0.938
H 3.189 1.802 -2.198
H 2.105 0.171 2.861
H 4.039 1.465 0.127
H 3.749 0.584 2.362
H 0.597 -0.955 0.951
H 3.176 -1.078 2.244

=====

3.
Below is C10H6Cl3F6N3O7RhS2 as an isolated structure, with properties calculated with the ωB97M-V functional and the def2-TZVPD basis.

Highest occupied orbital energy in eV: -13.36
Frontier orbital gap in eV: 8.519
Total charge: +1

Geometry (Å):
Rh 0.051 0.502 -1.258
Cl 0.598 5.229 -1.796
Cl -2.156 4.585 -2.425
Cl -1.271 4.628 0.344
S 1.458 -0.877 -2.905
S -0.590 -2.493 -2.318
F 3.704 -2.031 -3.473
F -1.102 -4.086 -0.344
F 3.670 0.119 -3.745
F 2.669 -1.168 -5.173
F 0.370 -4.845 -1.745
F 0.912 -3.280 -0.347
O 0.711 2.384 -1.177
O 1.842 -0.611 -1.486
O -0.920 -1.335 -1.448
O 0.682 0.310 -3.333
O -0.085 -1.048 5.409
O -1.631 -3.018 -3.111
O -1.373 1.919 -1.431
N 0.761 -2.226 -3.132
N -1.573 0.658 5.583
N -0.239 0.404 0.707
C 0.734 -0.147 1.452
C 3.012 -1.006 -3.917
C -0.587 0.107 3.421
C -0.062 -3.786 -1.097
C 0.585 -0.315 2.808
C -0.809 4.293 -1.344
C -0.719 -0.148 4.909
C -0.471 2.808 -1.341
C -1.586 0.668 2.639
C -1.383 0.799 1.279
H -1.898 1.527 5.200
H -1.624 0.538 6.582
H -2.140 1.207 0.625
H -2.535 0.973 3.057
H 1.632 -0.455 0.933
H 1.362 -0.783 3.397

=====

4.
Below is an isolated molecule of C10H6O2 at a distorted geometry, with properties calculated with the ωB97M-V functional and the def2-TZVPD basis.

Highest occupied orbital energy in eV: -9.88
Frontier orbital gap in eV: 8.391
Total charge: 0
SMILES string: O=C1C=CC(=O)c2ccccc21

Geometry (Å):
O -0.611 2.857 -0.033
O -1.481 -2.581 -0.234
C -2.120 0.958 0.167
C -2.275 -0.413 0.158
C 0.316 0.726 -0.175
C -1.194 -1.403 -0.105
C 1.664 1.297 -0.095
C 2.711 0.305 -0.015
C 1.180 -1.602 0.202
C 2.475 -1.055 0.182
C -0.775 1.632 -0.037
C 0.193 -0.710 -0.025
H -2.953 1.734 0.354
H 0.995 -2.687 0.132
H -3.230 -0.898 0.229
H 1.847 2.377 -0.028
H 3.305 -1.788 0.236
H 3.719 0.651 -0.331

=====

5.
Below is a 34-piece molecular cluster, C10H79BrN2O35 overall at a distorted geometry, with properties calculated with the ωB97M-V functional and the def2-TZVPD basis.

Highest occupied orbital energy in eV: -9.96
Frontier orbital gap in eV: 8.742
Total charge: 0

Geometry (Å):
Br 2.980 0.483 -1.052
O -3.732 -5.822 1.232
O -0.008 5.491 -2.803
O 4.172 -0.218 1.381
O -4.920 3.027 -2.769
O -0.050 2.763 -8.454
O -8.219 -2.437 -1.192
O -6.573 3.882 -0.191
O 2.504 -4.481 -0.131
O 7.132 -9.948 4.028
O -7.636 6.272 1.405
O -2.501 4.274 0.750
O -6.151 -1.230 -2.726
O 4.799 -6.228 6.004
O 6.059 1.026 2.958
O -8.120 2.786 -2.241
O 1.421 0.066 7.087
O 8.858 -7.871 5.607
O -8.782 -5.634 2.117
O -0.207 3.928 -5.564
O -4.673 5.865 -1.350
O -3.786 -1.772 -2.705
O 7.958 -1.061 1.534
O 7.907 -4.233 2.319
O 5.555 -3.039 1.447
O -3.297 -4.693 -1.576
O -6.322 8.771 1.533
O 0.164 11.990 -1.822
O 0.452 7.211 0.323
O 1.847 0.101 -3.977
O -7.984 -2.853 1.694
O 6.823 -6.401 3.823
O 10.521 -3.421 3.849
O 2.197 -2.917 -2.692
O 0.448 8.928 -2.524
O 6.070 -1.179 -0.834
N 1.259 -0.680 3.509
N -0.463 2.657 -1.679
C 0.572 -1.510 -0.227
C 0.968 -0.380 2.260
C -2.593 -0.936 -2.908
C -0.117 -1.344 -1.742
C -1.690 -0.924 -1.525
C 1.393 1.118 0.051
C 0.381 2.116 -0.831
C 0.506 -0.140 0.671
C -4.886 0.074 -0.937
C -4.926 -1.006 -2.176
H 7.585 -9.187 4.422
H -1.930 5.050 0.853
H -1.858 0.124 -1.028
H -5.656 3.697 0.061
H 8.531 -1.220 0.769
H 2.451 -4.473 -1.098
H -7.182 7.033 1.798
H -0.132 -2.455 -2.178
H -0.062 5.499 -3.770
H -5.419 9.069 1.721
H 5.090 -0.403 1.634
H -0.304 4.601 -2.559
H 5.304 -5.783 6.701
H 7.024 1.046 2.871
H -5.141 2.759 -3.673
H -5.889 0.102 -0.297
H 0.330 12.564 -2.585
H 0.495 -0.628 -2.437
H -7.977 -3.321 -1.507
H 8.346 -5.090 2.210
H 7.295 -6.998 4.424
H 6.986 -4.465 2.513
H -3.418 -3.919 -2.146
H -8.280 -3.743 1.938
H 0.406 11.107 -2.137
H 0.230 6.943 -0.581
H -4.542 1.154 -1.267
H 5.214 -0.724 -0.829
H -9.693 -5.644 2.446
H -7.803 6.546 0.491
H 3.698 -0.196 2.226
H 5.647 -2.720 0.536
H 2.014 -2.058 -3.102
H 6.575 -0.733 -0.137
H 9.591 -3.684 3.913
H -4.792 3.985 -2.833
H -1.974 -1.376 -3.826
H -0.261 3.936 -6.531
H 6.965 -9.674 3.114
H -7.155 2.806 -2.328
H 9.729 -7.780 6.022
H 4.625 -3.302 1.510
H -8.037 -2.846 0.727
H 8.068 -1.855 2.078
H -8.053 -1.863 -1.955
H -2.164 -1.765 -0.827
H -3.823 -5.384 -2.006
H -6.591 9.307 0.773
H 1.577 0.637 -4.738
H 1.826 1.752 0.946
H 0.116 3.337 -9.217
H 3.022 -2.774 -2.205
H -7.048 3.905 0.653
H 1.125 -0.824 7.331
H -8.310 -6.230 2.717
H 1.639 -2.015 -0.273
H 2.749 0.399 -3.789
H 8.411 -8.541 6.147
H -4.053 -0.310 -0.178
H 0.579 8.170 0.259
H 1.367 0.074 6.120
H -2.848 0.185 -3.228
H -8.312 3.495 -1.609
H -2.027 3.717 0.114
H 0.192 1.879 -8.768
H -0.125 -2.308 0.323
H 3.943 -5.773 6.009
H -0.503 3.038 -5.320
H -3.802 5.957 -0.935
H -3.640 -5.503 0.322
H 5.866 1.735 3.589
H -0.608 0.282 0.752
H 2.208 -5.371 0.113
H 0.151 8.038 -2.281
H 5.912 -6.411 4.152
H 10.613 -3.101 2.939
H -4.662 -6.085 1.295
H 0.394 8.936 -3.492
H -5.120 5.196 -0.811

=====

6.
Below is C10H7F2N2 as an isolated structure at a distorted geometry, with properties calculated with the ωB97M-V functional and the def2-TZVPD basis.

Highest occupied orbital energy (alpha / beta) in eV: -12.60 / -12.60
Frontier orbital gap (alpha / beta) in eV: 7.135 / 7.135
Total charge: +1

Geometry (Å):
F 1.886 -2.743 -0.982
F -0.105 -3.307 -1.256
N 0.448 -2.105 0.561
N 0.619 -2.260 -0.780
C -0.257 2.120 -1.471
C -0.087 -0.928 2.368
C -0.134 0.425 0.386
C -0.106 2.014 -2.843
C 0.492 -2.932 1.591
C -0.138 0.836 -0.912
C 0.125 0.258 -2.141
C 0.111 -0.810 0.974
C 0.204 0.618 -3.374
C 0.180 -2.236 2.730
H 0.293 0.197 -4.313
H 0.676 -3.926 1.452
H -0.394 -0.205 3.118
H -0.432 1.266 1.140
H -0.477 2.969 -0.967
H -0.274 2.653 -3.751
H 0.108 -2.810 3.631

=====

7.
Below is C10H7NO2 as an isolated structure at a distorted geometry, with properties calculated with the ωB97M-V functional and the def2-TZVPD basis.

Highest occupied orbital energy in eV: -8.71
Frontier orbital gap in eV: 7.822
Total charge: 0

Geometry (Å):
O -4.595 -0.951 0.191
O -1.135 -0.423 -0.162
N 3.584 0.828 0.161
C -1.032 1.789 -0.093
C 3.018 -1.559 0.062
C 3.910 -0.524 0.379
C -3.339 -1.001 0.254
C -2.357 0.046 0.083
C 2.231 1.107 0.056
C -0.215 0.693 -0.290
C 1.166 0.199 -0.421
C 1.681 -1.188 -0.425
C -2.315 1.362 -0.073
H -3.085 2.107 0.570
H -3.019 -2.100 0.295
H 0.990 -1.987 -0.820
H 4.928 -0.704 1.295
H -0.555 2.892 0.183
H 3.143 -2.746 -0.300
H 1.858 2.187 0.228

=====

8.
Below is C10H8As2F28NaO2 as an isolated structure at a distorted geometry, with properties calculated with the ωB97M-V functional and the def2-TZVPD basis.

Highest occupied orbital energy in eV: -9.37
Frontier orbital gap in eV: 11.164
Total charge: -1

Geometry (Å):
As 12.865 18.085 -1.991
As 7.018 15.539 -1.308
Na 9.577 18.888 -1.242
F 4.706 19.408 -0.123
F 13.834 16.552 -2.342
F 12.532 21.397 -4.233
F 12.598 18.125 -3.789
F 11.287 17.195 -1.815
F 10.539 21.030 0.885
F 5.750 16.525 -2.189
F 6.337 21.726 -0.330
F 9.855 16.928 -4.471
F 10.476 21.376 -6.291
F 5.772 14.326 -0.788
F 6.696 18.822 -0.723
F 6.601 16.320 0.203
F 7.300 14.563 -2.757
F 13.182 22.088 -6.079
F 10.099 20.734 2.949
F 14.394 19.083 -2.299
F 10.188 23.363 3.613
F 10.757 23.882 1.535
F 13.010 17.939 -0.202
F 7.821 16.057 -5.873
F 11.958 19.625 -1.659
F 5.863 21.223 1.600
F 8.349 14.720 -0.451
F 11.714 19.881 -7.385
F 6.823 17.933 -6.006
F 8.831 18.594 -3.621
F 8.190 16.814 -1.785
O 10.829 19.421 -5.390
O 7.868 20.622 0.991
C 11.455 20.446 -6.155
C 9.992 21.552 1.992
C 9.607 18.816 -5.848
C 8.498 21.761 1.662
C 6.479 20.776 0.585
C 10.692 22.847 2.456
C 6.002 19.361 0.240
C 7.566 17.188 -5.205
C 8.961 17.874 -4.759
C 12.667 21.047 -5.465
H 7.884 21.987 2.534
H 8.552 22.564 0.927
H 8.913 19.572 -6.216
H 13.403 20.255 -5.601
H 9.853 18.211 -6.721
H 5.913 18.740 1.131
H 6.912 16.972 -4.360
H 11.713 22.593 2.741

=====

Calculated total energy per entry: -7594.6131, -4037.9024, -3962.0645, -535.0923, -5745.0168, -693.8803, -590.2760, -7966.8087 Ha